Density functional theory data (wB97M-V/def2-TZVPD) for a 6-piece molecular cluster, C30H82Cl2N12O6P4 overall in a non-equilibrium geometry.

Atoms and positions in Å:
Cl -31.54780 -6.34739 -9.60472
C -30.03124 -6.32534 -8.69610
C -28.80950 -6.59067 -9.51122
Cl -28.61390 -5.26249 -10.70453
H -30.08559 -7.03749 -7.87139
H -29.90592 -5.38575 -8.16131
H -28.84908 -7.52325 -10.06209
H -27.92765 -6.58853 -8.88085
O -30.43632 -2.20005 -3.48588
P -31.30414 -1.72814 -2.39277
N -32.42142 -2.82697 -1.88296
C -32.28924 -4.24828 -2.18598
C -33.58842 -2.52384 -1.07297
N -32.17892 -0.36101 -2.72014
C -31.61328 0.95901 -2.57945
C -33.34323 -0.48299 -3.59842
N -30.40172 -1.36823 -1.02318
C -28.92709 -1.28509 -1.06916
C -30.99502 -0.84297 0.18503
H -33.24411 -4.76296 -2.16335
H -31.63755 -4.73155 -1.43980
H -31.78654 -4.39493 -3.14266
H -33.49710 -1.54507 -0.59577
H -33.61617 -3.25654 -0.26881
H -34.50205 -2.45852 -1.66700
H -30.90064 0.93680 -1.74750
H -31.00218 1.23711 -3.45069
H -32.34833 1.73263 -2.36938
H -33.00795 -0.50113 -4.65478
H -33.76806 -1.48960 -3.54028
H -34.07806 0.29883 -3.44672
H -28.57687 -0.35215 -0.62177
H -28.53618 -2.10969 -0.45454
H -28.57561 -1.40156 -2.08849
H -31.41754 -1.67783 0.74276
H -31.78052 -0.11301 -0.03648
H -30.26569 -0.29235 0.77402
O -23.45769 -5.25466 -2.21691
P -23.83781 -4.47953 -1.02897
N -25.26766 -5.00172 -0.33829
C -25.40078 -6.33783 0.23191
C -26.22966 -4.02369 0.16457
N -24.00286 -2.86177 -1.34918
C -24.04710 -2.40008 -2.73098
C -24.09620 -1.79275 -0.33473
N -22.68494 -4.58524 0.17716
C -21.27693 -4.38447 -0.19147
C -22.95441 -4.34704 1.57475
H -25.22497 -7.11561 -0.52487
H -26.42629 -6.53408 0.53834
H -24.68229 -6.52976 1.03845
H -25.86466 -3.49775 1.05625
H -27.21721 -4.45760 0.26721
H -26.35357 -3.19973 -0.55111
H -23.07986 -2.53447 -3.22191
H -24.74492 -2.99686 -3.32885
H -24.37434 -1.36722 -2.80957
H -24.41762 -2.15200 0.63670
H -23.07925 -1.40879 -0.18962
H -24.77536 -1.03465 -0.70602
H -21.12052 -4.54246 -1.25801
H -21.00054 -3.34416 0.03455
H -20.65403 -5.12048 0.31945
H -22.24032 -4.87593 2.20113
H -23.95079 -4.72933 1.81068
H -22.98499 -3.27974 1.82154
O -25.94152 -0.96787 -8.07752
P -27.29844 -0.46385 -7.79137
N -28.52861 -1.39875 -8.44633
C -28.50352 -2.77304 -7.99723
C -29.01040 -1.18002 -9.79595
N -27.65214 1.11166 -8.26225
C -27.48928 2.16279 -7.25290
C -27.22261 1.51918 -9.58447
N -27.63314 -0.51334 -6.17368
C -26.65537 -0.93253 -5.18686
C -28.95747 -0.22634 -5.66158
H -27.80358 -3.41818 -8.55338
H -29.47093 -3.26597 -8.12553
H -28.17041 -2.81865 -6.96247
H -28.19032 -0.90940 -10.46866
H -29.76507 -0.39485 -9.84986
H -29.41292 -2.11295 -10.18696
H -28.17329 2.01289 -6.42442
H -26.45092 2.28333 -6.92773
H -27.80963 3.10842 -7.69824
H -27.84037 1.07863 -10.36249
H -27.37080 2.59475 -9.70027
H -26.16761 1.31856 -9.79050
H -26.07825 -1.75731 -5.60888
H -26.01660 -0.09545 -4.88057
H -27.09106 -1.30124 -4.25297
H -29.62229 0.14756 -6.43645
H -28.91696 0.45183 -4.80497
H -29.41490 -1.16102 -5.30436
O -26.67359 -9.30637 -7.31448
P -26.07255 -9.13063 -5.98208
N -24.56320 -9.87951 -5.86374
C -23.92894 -10.09500 -4.59470
C -23.71837 -9.74695 -7.03369
N -26.90245 -9.75932 -4.69522
C -27.03978 -11.20838 -4.65557
C -27.92244 -9.02634 -4.00039
N -25.86432 -7.51503 -5.60189
C -25.71192 -6.57636 -6.68288
C -25.30883 -7.05054 -4.32094
H -24.68994 -10.20730 -3.82602
H -23.23004 -9.29696 -4.32524
H -23.40908 -11.06103 -4.60401
H -24.26187 -9.80430 -7.96956
H -22.94789 -10.52248 -7.04331
H -23.20067 -8.77351 -6.98004
H -27.78969 -11.55491 -5.37199
H -26.08045 -11.67493 -4.87626
H -27.32079 -11.52506 -3.64952
H -28.00277 -9.46153 -2.99905
H -27.58161 -8.01544 -3.78721
H -28.88195 -8.95724 -4.50739
H -26.16857 -5.61811 -6.41371
H -24.64287 -6.32401 -6.79475
H -26.07216 -7.01929 -7.60222
H -25.94614 -6.21873 -3.97846
H -24.34262 -6.56312 -4.50246
H -25.31060 -7.87032 -3.61566
O -29.15837 -5.86982 -5.53139
C -28.74614 -5.16598 -4.67354
O -28.74617 -5.56356 -3.37741
C -28.13479 -4.56308 -2.55426
C -27.35909 -3.66874 -3.49467
C -28.09241 -3.81949 -4.82159
H -27.41213 -5.05560 -1.90144
H -28.89112 -4.11117 -1.91471
H -26.34640 -4.06372 -3.60960
H -27.22795 -2.62829 -3.20042
H -27.40784 -3.74453 -5.66098
H -28.89834 -3.10101 -4.97576

Forces on atoms 1 to 3 (eV/Å):
-0.061 0.012 -0.049
0.367 -0.081 1.313
-0.037 0.171 -0.460

Summary:
Orbital gap   0.2966 hartree
Structure (SMILES)   CN(C)P(=O)(N(C)C)N(C)C.CN(C)P(=O)(N(C)C)N(C)C.CN(C)P(=O)(N(C)C)N(C)C.CN(C)P(=O)(N(C)C)N(C)C.O=C1CCCO1.ClCCCl
LUMO energy   0.221 eV
Relative energy (zero: lowest compared OMol25 entry of this formula, charge and spin)   20.9 kcal per mole

These are the Löwdin partial charges, in e, on atoms 1 to 99: Cl 0.551; C -0.708; C -0.612; Cl 0.537; H 0.074; H 0.036; H 0.073; H 0.054; O -0.259; P 0.511; N -0.308; C -0.088; C -0.118; N -0.300; C -0.103; C -0.093; N -0.298; C -0.089; C -0.122; H 0.083; H 0.085; H 0.075; H 0.066; H 0.088; H 0.080; H 0.067; H 0.080; H 0.087; H 0.091; H 0.068; H 0.084; H 0.080; H 0.071; H 0.051; H 0.081; H 0.070; H 0.082; O -0.267; P 0.491; N -0.287; C -0.099; C -0.134; N -0.290; C -0.096; C -0.091; N -0.302; C -0.096; C -0.124; H 0.083; H 0.082; H 0.072; H 0.071; H 0.078; H 0.062; H 0.087; H 0.053; H 0.077; H 0.046; H 0.088; H 0.080; H 0.075; H 0.083; H 0.083; H 0.088; H 0.060; H 0.072; O -0.277; P 0.513; N -0.289; C -0.125; C -0.108; N -0.287; C -0.108; C -0.127; N -0.304; C -0.102; C -0.118; H 0.075; H 0.082; H 0.031; H 0.072; H 0.082; H 0.072; H 0.055; H 0.090; H 0.080; H 0.056; H 0.079; H 0.087; H 0.083; H 0.087; H 0.049; H 0.085; H 0.078; H 0.052; O -0.286; P 0.517; N -0.315; C -0.139

Density functional theory data (wB97M-V/def2-TZVPD) for C30H82N10O10 as an isolated structure in a non-equilibrium geometry.

Atoms and positions in Å:
C -0.70415 4.19942 -1.34930
O -1.70735 4.78437 -1.61800
N -0.09922 4.27454 -0.22927
N 0.02194 3.53796 -2.19853
H -0.44932 4.85681 0.51805
H 0.85072 3.93960 -0.15485
H 0.91971 3.11947 -2.00112
H -0.40644 3.40153 -3.10295
C 2.54501 3.35881 -1.15397
O 1.83211 2.64208 -1.81239
N 3.25056 4.37135 -1.56257
N 2.50249 3.38244 0.18327
H 3.19891 4.65978 -2.52913
H 3.87930 4.85306 -0.93589
H 1.91122 2.66549 0.57885
H 3.08514 4.00383 0.72593
C -0.14243 -4.28032 -4.03225
O 1.19609 -3.80708 -3.87150
C 1.81349 -3.22567 -5.00707
C 3.30725 -2.91753 -4.79388
N 3.47625 -2.01639 -3.70023
C 4.83980 -1.87583 -3.30167
C 4.88576 -1.18247 -1.90142
O 4.51115 0.21457 -1.94352
C 4.73417 0.97261 -0.82747
H -0.85849 -3.45852 -4.02934
H -0.42812 -4.85027 -3.14816
H -0.18466 -4.85261 -4.95897
H 1.29627 -2.35763 -5.41585
H 1.72423 -3.93392 -5.83078
H 3.47696 -2.41465 -5.74594
H 3.86779 -3.84529 -4.67917
H 2.75082 -2.24637 -3.03618
H 5.41184 -1.28486 -4.01695
H 5.40005 -2.80852 -3.23602
H 5.83842 -1.39761 -1.41740
H 4.15725 -1.74978 -1.32219
H 4.11502 0.64659 0.00827
H 4.65979 2.04876 -0.98385
H 5.73618 0.87870 -0.40879
C -4.97391 1.55972 -5.13786
O -4.04599 0.96888 -4.19661
C -3.80264 -0.40183 -4.35836
C -3.01341 -0.90325 -3.12248
N -3.71818 -0.45243 -1.84516
C -3.07587 -0.63081 -0.62766
C -4.00232 -0.35894 0.52713
O -4.52207 1.00488 0.41974
C -5.16400 1.56604 1.53841
H -5.07366 2.63152 -4.96638
H -5.98896 1.16705 -5.07803
H -4.64949 1.42713 -6.16998
H -3.36626 -0.60415 -5.33649
H -4.77187 -0.89990 -4.38332
H -2.01360 -0.48478 -3.23807
H -2.86440 -1.97651 -3.24079
H -3.94441 0.52867 -1.92502
H -2.22099 0.03784 -0.52674
H -2.90315 -1.69919 -0.49790
H -3.65304 -0.61170 1.52824
H -4.78903 -1.09998 0.38548
H -5.31084 2.63422 1.37860
H -4.60502 1.40906 2.46091
H -6.07939 1.02035 1.76725
C -1.29925 -5.25213 -0.46365
C -0.37590 -4.66634 0.59084
C -1.13502 -3.93355 1.70575
O -2.10108 -3.06898 1.16040
C -1.99611 -1.73002 1.60530
N 0.44961 -5.81546 1.10430
H -0.69670 -5.63211 -1.28867
H -2.00701 -4.51516 -0.84319
H -1.91837 -6.05247 -0.05837
H 0.33139 -3.98120 0.12348
H -0.41001 -3.52530 2.40988
H -1.66522 -4.77563 2.15062
H -2.38375 -1.61979 2.61807
H -2.63849 -1.06380 1.02945
H -0.96930 -1.36787 1.55412
H 1.06711 -5.61184 1.87718
H -0.20957 -6.48253 1.47925
C -1.22981 1.31601 0.95804
C 0.20658 0.94014 0.55753
C 0.25479 -0.18849 -0.56294
O 1.60216 -0.74799 -0.60818
C 1.52900 -1.95049 -1.39728
N 0.93900 2.20823 0.29900
H -1.63560 1.74250 0.04069
H -1.24029 2.14609 1.66441
H -1.80874 0.46991 1.32826
H 0.69751 0.52956 1.43986
H 0.10402 0.29219 -1.52953
H -0.50159 -0.94642 -0.35914
H 2.52128 -2.36796 -1.56820
H 1.07797 -1.73053 -2.36490
H 0.94632 -2.73254 -0.91047
H 1.48623 2.02260 -0.52936
H 0.21701 2.87328 0.06124
C 2.15736 -2.52752 1.04733
C 2.79062 -1.91079 2.28138
C 2.66845 -0.39816 2.19685
O 3.74056 0.20941 3.01826
C 3.81542 1.65616 2.78043
N 2.01177 -2.40098 3.44694
H 1.89908 -3.57610 1.19523
H 2.84246 -2.45982 0.20225
H 1.26885 -1.91849 0.88083
H 3.83323 -2.18216 2.44699
H 1.74886 0.05815 2.56324
H 2.86174 -0.14841 1.15360
H 4.36444 1.82626 1.85429
H 4.28970 2.14147 3.63344
H 2.81470 2.06027 2.62759
H 2.49510 -1.92802 4.19714
H 1.14344 -1.88550 3.42744
C -1.98993 2.83549 3.04995
C -1.77351 3.16436 4.52221
C -2.52439 4.39138 5.08427
O -2.43864 4.48844 6.51955
C -1.08885 4.59790 7.07383
N -2.04873 1.97929 5.35247
H -2.04571 3.75366 2.46518
H -2.82974 2.17671 2.82895
H -1.09129 2.29087 2.76025
H -0.72238 3.44727 4.57871
H -3.56970 4.37163 4.77600
H -2.07330 5.28521 4.65336
H -0.98732 4.72865 8.15118
H -0.59004 5.47412 6.65967
H -0.52053 3.68219 6.91083
H -2.43358 2.27991 6.23657
H -2.88962 1.51712 5.03719

Forces on atoms 1 to 3 (eV/Å):
-0.796 0.984 -3.743
-3.736 1.455 -0.200
1.303 3.023 6.057

Summary:
Orbital gap   0.3200 hartree
LUMO energy   0.229 eV
Relative energy (zero: lowest compared OMol25 entry of this formula, charge and spin)   283.0 kcal per mole

These are the Löwdin partial charges, in e, on atoms 1 to 99: C -0.810; O 0.052; N 0.156; N 0.213; H 0.150; H 0.071; H -0.199; H 0.129; C -0.639; O 0.120; N 0.224; N 0.124; H 0.137; H 0.127; H -0.143; H 0.133; C -0.066; O -0.205; C -0.221; C -0.209; N -0.066; C -0.191; C -0.155; O -0.146; C -0.145; H 0.075; H 0.061; H 0.090; H 0.123; H 0.112; H 0.119; H 0.120; H 0.042; H 0.120; H 0.111; H 0.121; H 0.084; H 0.060; H 0.077; H 0.091; C -0.081; O -0.200; C -0.241; C -0.133; N -0.013; C -0.286; C -0.208; O -0.165; C -0.109; H 0.086; H 0.082; H 0.080; H 0.118; H 0.114; H 0.101; H 0.101; H 0.109; H 0.084; H 0.129; H 0.090; H 0.145; H 0.099; H 0.056; H 0.086; C -0.056; C -0.422; C -0.186; O -0.147; C -0.146; N 0.045; H 0.062; H 0.074; H 0.083; H 0.077; H 0.111; H 0.123; H 0.119; H -0.038; H 0.085; H 0.058; H 0.058; C -0.058; C -0.250; C -0.107; O -0.233; C -0.127; N 0.051; H 0.110; H -0.010; H 0.067; H 0.086; H 0.131; H 0.099; H 0.061; H 0.102; H 0.075; H 0.060; H 0.013; C -0.062

Question: relative energy (zero: lowest compared OMol25 entry of this formula, charge and spin) of number 2 (C30H82N10O10)?
Answer: 283.0 kcal per mole